[1]
{
  "formula": "C4H6N2",
  "method": "ωB97M-V/def2-TZVPD",
  "symbols": ["N", "H", "C", "H", "C", "H", "C", "N", "H", "H", "H", "C"],
  "coordinates": [[0.8076, -1.0831, -0.1645], [0.3795, 1.5122, -0.9307], [1.8200, 0.0409, -0.2046], [-0.1776, -0.1113, 1.5365], [0.7321, 1.1091, -0.0176], [2.3889, 0.0055, 0.6884], [-0.1406, -0.0744, 0.4580], [-2.6124, 0.0227, -0.2321], [2.3832, 0.0563, -1.1091], [1.0345, 1.7987, 0.7826], [1.0232, -1.9325, 0.3128], [-1.4779, -0.0600, 0.0135]],
  "atomic_forces_ev_per_a": [[-0.8, 2.7, -0.8], [-0.3, 0.7, -0.6], [-1.1, -1.1, -0.1], [0.1, -0.1, 0.5], [1.0, -1.3, 1.2], [1.2, 0.1, 0.6], [1.6, -0.7, 0.2], [1.8, -0.2, 0.2], [0.7, 0.0, -0.5], [-0.6, 0.2, -0.6], [0.1, -0.2, 0.6], [-3.8, -0.1, -0.8]],
  "energy_ev": -7223.6838,
  "fmax_ev_per_a": 3.9,
  "orbital_gap_ev": 10.51,
  "homo_ha": -0.358,
  "smiles": "N#C[C@@H]1CCN1"
}

[2]
{
  "formula": "C49H51N3O3P2PdS",
  "method": "ωB97M-V/def2-TZVPD",
  "symbols": ["H", "H", "C", "C", "N", "H", "H", "C", "H", "H", "H", "C", "O", "H", "S", "C", "C", "C", "H", "C", "H", "C", "C", "C", "H", "C", "H", "H", "H", "C", "C", "C", "H", "C", "O", "H", "H", "C", "H", "H", "C", "H", "H", "H", "C", "C", "H", "C", "H", "O", "C", "Pd", "H", "H", "C", "C", "H", "H", "C", "C", "C", "H", "H", "H", "H", "C", "C", "H", "C", "C", "H", "H", "C", "H", "C", "C", "H", "H", "H", "H", "H", "C", "C", "H", "C", "H", "C", "N", "C", "H", "P", "H", "C", "C", "H", "H", "H", "C", "C", "N", "P", "H", "C", "C", "C", "C", "H", "C", "H", "C"],
  "coordinates": [[-2.4299, -3.2581, 3.4967], [-1.2871, -0.7078, -2.0273], [5.7641, 1.4631, -2.6854], [4.5901, 2.1958, -2.7352], [-0.2097, 2.5243, 0.0197], [4.5416, -0.5098, 4.7571], [6.6392, 1.7925, -3.2330], [5.8132, 0.3012, -1.9337], [-0.7992, 0.5225, 3.5088], [-4.7930, -0.6552, 2.2855], [-3.4553, -1.9284, -3.8113], [0.7744, 4.9905, -1.6551], [-2.2762, -1.6302, -0.0162], [1.7548, 8.2390, 0.1726], [0.9581, 3.4006, 0.6066], [2.8039, -0.1248, 1.3048], [4.7012, -0.1113, -1.2215], [1.2746, 7.3480, -1.7139], [1.3082, -1.0209, -2.7281], [-5.7473, -3.5640, -1.1302], [-3.3339, 0.5154, -3.7613], [0.9917, 4.9832, -0.2899], [0.9196, 6.1696, -2.3641], [3.4738, 1.7683, -2.0395], [1.2030, -7.8348, -0.6796], [-4.9532, -2.9348, -2.0759], [1.9793, 1.6688, 2.1324], [0.5815, 8.8088, -3.1285], [3.0313, -1.4496, -2.6660], [3.2410, 0.6824, 3.5358], [-3.1434, -1.4568, -2.8631], [1.3335, 6.1451, 0.3696], [2.5560, 2.3342, -2.0657], [1.4505, 8.6201, -2.4971], [0.8366, 3.7531, 2.0132], [1.4827, 6.1027, 1.4379], [2.9579, -3.9396, -0.5103], [4.2071, -1.3797, 2.8221], [-6.0283, -3.8786, 0.9698], [-1.2301, -1.0950, -3.8043], [-3.8486, -1.1688, 2.4703], [0.7688, 6.1803, -3.4361], [2.3260, 8.5498, -3.1451], [-3.2280, 0.4974, -1.9916], [-0.2055, -0.7000, 1.8658], [2.0445, -1.6996, -2.2702], [-0.6722, -0.0705, 1.0867], [-5.3893, -3.4399, 0.2047], [4.7401, -1.0188, -0.6422], [2.2321, 2.8168, 0.2266], [-2.6664, -3.3789, 2.4382], [-0.5067, 0.1450, -0.6977], [-5.2483, -2.9884, -3.1234], [1.4569, -2.9794, 4.4857], [3.5819, -1.2420, 1.5966], [-4.1763, 3.0003, 0.8363], [1.5849, 9.4694, -1.8294], [1.7930, -2.7212, -2.5671], [0.9792, -2.3449, 3.7482], [2.0848, -4.5747, -0.4795], [-3.6151, 1.8654, 0.2725], [-3.5935, -1.0670, 3.5266], [4.5500, 3.1033, -3.3251], [-1.8521, -2.9695, 1.8481], [-3.0685, -0.7057, 1.8721], [-3.9543, -2.6413, 2.0704], [-3.3687, -2.1664, -0.3771], [-4.7883, -3.1008, 2.6292], [-3.6538, -0.0097, -2.8578], [-3.8129, -2.2342, -1.7429], [-4.7430, 0.0258, -2.7961], [-1.0374, -6.8306, -0.3903], [1.0981, -6.7623, -0.5697], [-3.7203, 4.9733, 1.5787], [0.8306, -3.9981, -0.2996], [2.2177, -5.9460, -0.6025], [-6.6383, -4.1085, -1.4190], [-5.2373, 3.0552, 1.0393], [-1.2626, -4.3683, -0.1889], [3.1993, -6.3908, -0.7197], [0.2472, -0.9487, 5.2000], [-1.9836, 3.9434, 0.8869], [1.4734, 7.3268, -0.3388], [3.6649, -2.0338, 0.8676], [2.6154, 0.8188, 2.3089], [6.7258, -0.2822, -1.8935], [4.0506, -0.4082, 3.7963], [2.0397, -1.6029, -0.8098], [0.3106, -1.1997, 4.1476], [-2.7569, -4.4430, 2.2178], [0.4297, -2.2067, -0.3303], [-1.2172, -2.4112, -2.6015], [1.0487, -2.6825, 2.4079], [-0.2898, -4.8300, -0.2877], [-1.2866, 4.7346, 1.1192], [3.0852, 1.4357, 4.2971], [4.8161, -2.2529, 3.0220], [-0.1596, -6.1973, -0.4091], [-0.2788, -0.3746, 3.2039], [-2.3310, 1.7369, 0.0097], [1.9966, 0.0960, -0.3436], [0.4907, 4.0665, -2.1348], [-1.6200, -1.4235, -2.8351], [-3.3262, 4.0600, 1.1438], [-4.2513, -2.7707, 0.5903], [-1.4929, 2.7449, 0.3239], [-4.2336, 1.0130, 0.0179], [3.5223, 0.6240, -1.2545], [1.5673, -3.5809, 2.0977], [0.4602, -1.8556, 1.4600]],
  "atomic_forces_ev_per_a": [[0.1, 0.0, 0.1], [-0.4, -0.9, -1.2], [0.1, 0.1, -0.1], [0.1, 0.1, -0.2], [1.8, 0.6, 0.1], [0.0, 0.0, 0.0], [0.0, 0.0, 0.0], [0.2, -0.1, 0.0], [-0.1, 0.1, 0.0], [-0.1, 0.1, 0.0], [0.0, 0.1, 0.2], [0.0, 0.0, -0.1], [-0.2, 0.2, 0.1], [0.0, 0.1, 0.0], [-0.3, 0.4, -0.4], [0.1, 0.1, 0.2], [0.0, 0.1, 0.0], [0.0, 0.1, 0.0], [0.0, 0.0, -0.1], [-0.3, -0.1, -0.1], [0.1, 0.1, 0.0], [-0.1, -0.5, 0.3], [0.0, 0.0, 0.1], [-0.1, -0.1, 0.1], [0.0, 0.0, 0.0], [-0.3, -0.2, -0.1], [0.0, -0.1, 0.2], [0.0, 0.1, 0.0], [0.0, -0.1, 0.0], [0.1, 0.1, 0.2], [0.0, 0.2, 0.0], [0.0, 0.0, 0.2], [-0.1, 0.1, -0.1], [0.0, -0.1, 0.0], [-0.1, 0.0, -0.1], [0.0, 0.0, 0.1], [0.1, 0.1, 0.0], [0.2, 0.0, 0.0], [0.1, 0.0, 0.0], [0.0, 0.1, 0.0], [-0.1, -0.1, 0.1], [-0.1, 0.0, -0.1], [0.0, 0.1, 0.0], [0.0, 0.1, 0.0], [-0.2, -0.4, 0.2], [0.1, -0.1, -0.3], [-0.1, -0.2, 1.1], [-0.2, -0.2, -0.1], [0.0, -0.1, 0.1], [-0.3, 0.2, 0.0], [-0.1, 0.0, 0.0], [1.3, 0.7, -0.6], [0.1, 0.0, 0.0], [0.0, 0.0, 0.0], [0.2, 0.0, 0.0], [-0.1, 0.1, 0.1], [0.0, 0.1, 0.0], [0.0, 0.0, -0.1], [0.0, -0.2, 0.2], [0.0, 0.1, 0.2], [-0.5, 0.2, 0.1], [0.0, 0.0, 0.1], [0.0, 0.0, 0.0], [0.1, 0.0, 0.0], [0.0, 0.1, 0.0], [0.2, 0.0, 0.0], [-0.5, -0.4, -0.1], [0.1, 0.1, -0.2], [0.0, -0.1, 0.0], [0.3, 0.2, -0.2], [0.0, 0.0, 0.0], [-0.1, 0.0, 0.0], [0.0, -0.1, 0.0], [0.0, 0.0, 0.0], [0.1, -0.2, -0.2], [0.1, -0.3, 0.0], [0.0, 0.0, 0.0], [0.0, -0.1, 0.0], [-0.2, 0.0, 0.0], [0.1, 0.0, 0.0], [0.0, 0.0, 0.0], [0.0, 0.0, 0.0], [0.0, 0.0, -0.2], [0.0, 0.0, -0.1], [0.1, 0.0, -0.1], [0.0, 0.0, 0.0], [0.1, 0.0, 0.1], [0.2, -0.2, 0.0], [0.0, 0.0, 0.1], [0.0, -0.1, 0.0], [0.4, 0.4, -0.1], [0.1, 0.2, 0.1], [-0.2, 0.1, 0.0], [0.1, 0.1, 0.1], [-0.1, 0.1, 0.1], [0.0, 0.1, 0.0], [0.0, -0.1, 0.0], [-0.1, -0.3, 0.0], [-0.1, 0.1, 0.1], [0.6, 0.2, 0.0], [-0.2, -0.5, -0.3], [0.0, -0.1, -0.2], [-0.2, 0.0, 0.0], [-0.2, 0.0, 0.0], [0.0, 0.0, 0.4], [-1.2, 0.6, 0.3], [-0.1, -0.1, 0.0], [0.0, 0.0, -0.1], [0.0, 0.0, 0.0], [-0.3, -0.3, 0.1]],
  "energy_ev": -95146.6487,
  "fmax_ev_per_a": 1.9,
  "orbital_gap_ev": 4.56,
  "homo_ha": -0.027,
  "total_charge": -2
}

[3]
{
  "formula": "C19H21FN2O7P",
  "method": "ωB97M-V/def2-TZVPD",
  "symbols": ["H", "H", "H", "F", "C", "H", "C", "C", "C", "C", "H", "H", "O", "H", "H", "H", "C", "H", "O", "C", "C", "C", "N", "C", "H", "O", "H", "H", "O", "H", "C", "H", "N", "C", "C", "P", "H", "O", "O", "C", "C", "O", "H", "H", "C", "H", "H", "C", "H", "C", "C"],
  "coordinates": [[-3.9056, 1.3593, -0.3955], [1.7657, -1.7907, -3.3004], [2.9340, 4.2458, 4.2991], [0.0150, -3.5906, -2.7996], [4.7749, 2.5477, 6.0141], [-6.4961, -0.3540, -1.0685], [-5.0936, -3.1719, -0.8004], [4.7758, 2.4628, 2.4930], [3.3961, 3.2903, 4.0360], [-3.8153, -2.3683, -1.5213], [2.4463, -0.9973, -0.9516], [2.1845, 0.0728, -3.3420], [3.6466, 3.2206, 2.6435], [2.7128, 2.4769, 4.3047], [4.2262, 1.5998, 6.0460], [-2.9562, -5.9318, 0.8355], [1.3718, -0.6321, -1.3202], [-5.7583, 0.9824, -2.9328], [-3.2527, 1.7410, -4.2428], [-1.1097, -1.0425, -2.9778], [2.6354, 1.3917, -0.0909], [-4.6246, -4.3140, 0.3280], [0.0855, -0.3934, -3.6390], [-2.4772, -0.1308, -2.6673], [2.7745, 2.5627, -0.1891], [-1.8607, -5.8676, -1.9884], [-0.0429, 0.6279, -3.8089], [0.7144, 1.6568, -1.4675], [5.3899, 2.2553, 3.6967], [5.7998, 2.3251, 6.3302], [-2.6068, 1.4690, -3.0813], [-5.1968, -4.4872, 1.3344], [-4.9122, 1.5304, -0.6561], [-2.4942, -4.8829, -1.3291], [-3.8376, -0.7838, -1.9460], [-5.3735, 0.3249, -1.6811], [2.7654, 1.0945, 1.0482], [5.1779, 2.0280, 1.4285], [-6.3777, -2.9611, -1.1020], [4.7689, 3.1367, 4.6182], [-3.3718, -5.1328, 0.0734], [-2.0370, 2.5929, -2.3112], [4.3250, 3.2365, 6.7350], [5.3224, 4.0835, 4.6053], [-2.4494, -3.2847, -1.8204], [0.4746, 0.7533, 0.2543], [3.5263, 0.8882, -0.6849], [1.1694, 0.8754, -0.7087], [0.5983, -1.3312, -0.7892], [-1.1213, -2.6593, -2.5536], [1.3937, -0.7246, -2.9564]],
  "atomic_forces_ev_per_a": [[-1.3, 0.5, -0.4], [-0.9, 2.2, 0.7], [0.0, -0.1, -0.2], [-3.4, 3.1, 0.7], [0.3, -0.3, 0.1], [0.6, -0.2, -1.2], [-3.3, 0.6, -1.1], [0.8, -0.9, -2.4], [-0.7, 0.5, 0.2], [2.4, 1.0, -1.3], [-2.3, 0.6, -0.8], [-1.7, -1.7, 0.8], [0.8, -0.5, -0.3], [0.2, 0.0, 0.1], [0.0, 0.2, -0.1], [-1.1, 1.7, -1.8], [0.8, 0.1, 0.5], [0.0, -1.4, 0.6], [2.8, -2.5, 5.6], [-1.9, -0.4, 0.9], [0.1, 0.2, -0.5], [4.0, -1.9, -1.4], [-1.9, -1.5, 2.2], [-0.5, -2.9, 1.2], [-0.4, -2.5, 0.3], [-3.9, 6.0, 4.4], [-0.3, -1.2, 0.6], [0.8, -1.7, 1.6], [-0.3, 0.0, -0.9], [-0.1, 0.2, 0.0], [0.2, 6.4, -1.9], [0.9, 0.5, -2.4], [0.4, -2.4, -1.0], [2.1, -2.4, -2.3], [3.1, -3.8, -1.5], [2.5, 3.1, 2.2], [-0.4, 0.6, -2.5], [-0.7, 1.1, 2.5], [7.7, -1.1, 2.0], [0.0, -0.1, 1.3], [-2.9, 2.7, -0.4], [-2.4, -7.2, -3.3], [0.1, 0.0, -0.1], [-0.1, 0.0, -0.1], [0.1, 1.9, -0.4], [1.2, 0.5, -2.4], [-1.8, 1.1, 1.2], [0.7, -0.3, 1.2], [1.3, 1.1, -1.5], [-2.9, 1.0, 0.7], [1.1, 0.1, 0.5]],
  "energy_ev": -49346.6552,
  "fmax_ev_per_a": 8.4,
  "orbital_gap_ev": 5.53,
  "homo_ha": -0.183,
  "total_charge": -1
}

[4]
{
  "formula": "C3H5NO2S2",
  "method": "ωB97M-V/def2-TZVPD",
  "symbols": ["H", "H", "H", "O", "S", "C", "N", "O", "C", "C", "H", "H", "S"],
  "coordinates": [[-2.7016, -1.0475, 0.0035], [0.9414, -1.5113, 1.2688], [0.9176, 1.4583, 1.0726], [-0.0896, 1.3719, -0.7338], [-0.5168, -1.2709, -0.6502], [1.0745, -1.4335, 0.1636], [-2.1853, 0.7941, -0.1369], [-3.0718, -0.1290, 0.1831], [-0.9727, 0.4267, -0.4749], [1.1113, 1.3932, 0.0255], [1.6191, 2.2775, -0.3690], [1.6210, -2.3120, -0.1279], [2.2529, -0.0175, -0.2243]],
  "atomic_forces_ev_per_a": [[-0.4, 1.1, 0.5], [0.0, 0.2, -0.8], [-0.4, 0.3, 0.8], [0.9, 0.9, -0.5], [-0.2, -0.8, -0.7], [0.7, 1.8, 1.6], [3.5, 0.7, -0.8], [-0.8, -2.4, -0.2], [-2.6, -0.3, 1.5], [0.3, -0.3, -1.0], [0.2, -0.2, 0.4], [-0.2, -0.4, -0.6], [-1.0, -0.6, -0.2]],
  "energy_ev": -30444.7809,
  "fmax_ev_per_a": 3.6,
  "orbital_gap_ev": 9.43,
  "homo_ha": -0.333,
  "smiles": "O/N=C1/OCSCS1"
}

[5]
{
  "formula": "C11H21NOSi",
  "method": "ωB97M-V/def2-TZVPD",
  "symbols": ["H", "C", "C", "C", "H", "H", "C", "H", "H", "C", "H", "H", "H", "Si", "H", "N", "H", "H", "H", "H", "H", "C", "C", "H", "H", "C", "H", "H", "H", "H", "C", "C", "O", "H", "C"],
  "coordinates": [[-2.1456, 1.2955, 3.0045], [1.8773, -2.4179, 0.4384], [-1.5510, 1.9121, -3.2491], [-0.4575, 1.6729, -2.3344], [2.6978, -1.7764, 0.7993], [3.3522, 0.4156, 1.2476], [-0.9355, 0.8273, -1.3479], [2.1175, -2.1152, -2.1657], [2.1334, -3.1749, -0.3242], [-0.8741, -0.7952, 2.9902], [2.2912, -0.4755, -1.5222], [-2.7950, -0.0615, -0.9556], [-2.2446, -0.6633, 1.2839], [0.1748, -0.0728, 0.4273], [0.0450, -2.3124, -0.6270], [-2.2367, 0.5058, -1.6069], [0.9876, -0.8762, -2.5402], [2.6619, 2.2000, 1.2643], [-1.8421, -1.0194, 3.5255], [1.3962, -2.9467, 1.2359], [2.6232, 1.2516, -0.1951], [1.5972, -1.2631, -1.7217], [-2.6112, 1.1761, -2.7555], [-1.5363, 2.6534, -3.9985], [-0.2176, -1.7551, 2.7658], [0.8698, -1.5863, -0.4065], [0.5181, 1.9126, -2.6169], [-3.6070, 1.0277, -3.1675], [-0.7605, 1.7740, 2.0335], [-0.2792, -0.0494, 3.5579], [2.5312, 1.1381, 0.8718], [-1.6534, 1.2048, 1.9743], [1.3026, 0.8119, 1.3217], [-2.1038, 1.7739, 1.1987], [-1.3259, -0.1925, 1.5943]],
  "atomic_forces_ev_per_a": [[0.2, -0.1, -1.6], [-0.5, 0.3, -1.3], [0.0, -1.2, 2.2], [-2.5, -0.8, -0.4], [-0.1, -0.7, -0.2], [-1.1, 1.2, -0.5], [3.2, -0.7, 2.6], [0.1, -0.1, 0.4], [0.9, 0.1, 0.9], [0.2, -1.9, -1.2], [0.9, 0.4, 0.0], [0.3, 0.7, -1.0], [0.0, -0.7, -0.5], [-2.7, 1.1, -2.0], [0.2, 0.8, 0.1], [0.3, 0.3, 0.2], [-0.4, 0.0, 0.3], [0.8, -1.3, -0.3], [1.3, -0.1, -0.2], [-0.2, -0.1, 0.7], [0.0, -0.3, -0.7], [-0.7, 0.2, -0.6], [-0.8, 0.1, -0.6], [-0.2, 0.2, -1.0], [-1.4, 1.7, 1.1], [0.1, -1.1, 0.0], [1.5, 0.6, 0.4], [0.2, 0.2, 0.2], [1.2, 0.5, 0.7], [-0.3, -0.6, -0.4], [3.1, 1.8, 0.9], [-0.6, 1.4, 1.2], [-3.4, -2.0, -0.5], [-1.4, 0.3, -0.6], [1.7, -0.3, 1.8]],
  "energy_ev": -23161.6167,
  "fmax_ev_per_a": 4.2,
  "orbital_gap_ev": 8.64,
  "homo_ha": -0.287,
  "smiles": "CO[Si](c1ccc[nH]1)(C(C)C)C(C)C"
}